Entry 1:
The following is a DFT calculation (ωB97M-V/def2-TZVPD) of an isolated molecule of C5H7N5O.

- Energy relative to the best compared isomer or geometry (same formula, charge and spin): 1.5092 eV
- HOMO level: -8.422 eV
- SMILES string: CN1CNC(=O)c2n[nH]nc21

CARTESIAN COORDINATES (ANGSTROEM)
1 C -0.9774 0.8871 -1.0074
2 C 0.4260 0.7275 -0.1758
3 C -1.9401 -0.1817 -0.8557
4 C -0.4317 -1.1289 1.0701
5 C 2.0425 -0.7779 0.8519
6 N -0.9175 2.0176 -1.5474
7 N 1.0374 1.8565 -0.4273
8 N 0.2542 2.5323 -1.3100
9 N -1.5723 -1.0340 0.1397
10 N 0.6618 -0.3036 0.6834
11 O -2.8474 -0.5557 -1.5671
12 H -0.7995 -1.0214 2.1087
13 H -0.1239 -2.2019 0.9095
14 H 2.5875 0.0263 0.3344
15 H 2.4078 -0.9684 1.8827
16 H 2.1403 -1.6927 0.2483
17 H 0.3020 3.5962 -1.5670
18 H -2.2497 -1.7773 0.2291

Population analysis type natural (NBO), resulting atomic charges in e:
1. C -0.02
2. C 0.33
3. C 0.62
4. C 0.00
5. C -0.40
6. N -0.17
7. N -0.32
8. N -0.20
9. N -0.62
10. N -0.45
11. O -0.59
12. H 0.18
13. H 0.18
14. H 0.23
15. H 0.21
16. H 0.19
17. H 0.42
18. H 0.41

Entry 2:
The following is a DFT calculation (ωB97M-V/def2-TZVPD) of a 2-piece molecular cluster, C2H5NO3S overall.

- Energy relative to the best compared isomer or geometry (same formula, charge and spin): 0.3809 eV
- HOMO level: -9.603 eV
- SMILES string: NC(=O)C(=O)O.S

CARTESIAN COORDINATES (ANGSTROEM)
1 C -1.0344 0.7126 -0.1044
2 C -1.2919 -0.8272 0.1351
3 N -0.1833 -1.5392 0.3057
4 O -2.1123 1.3627 -0.2757
5 O 0.1031 1.0783 -0.2108
6 O -2.5068 -1.1197 0.0385
7 S 3.4515 0.5232 -0.0532
8 H 0.7134 -1.1281 0.1621
9 H 3.9857 1.7618 -0.1379
10 H -0.3553 -2.5074 0.0142
11 H -2.9475 0.7439 -0.0759
12 H 2.1777 0.9392 0.2023

Population analysis type natural (NBO), resulting atomic charges in e:
1. C 0.72
2. C 0.56
3. N -0.77
4. O -0.64
5. O -0.61
6. O -0.63
7. S -0.34
8. H 0.43
9. H 0.15
10. H 0.41
11. H 0.54
12. H 0.18

Entry 3:
The following is a DFT calculation (ωB97M-V/def2-TZVPD) of C36H47BBrF4N3OPS2Zr as an isolated structure.

- Energy relative to the best compared isomer or geometry (same formula, charge and spin): 1.3973 eV
- HOMO level: -10.441 eV
- Charge: +1

CARTESIAN COORDINATES (ANGSTROEM)
1 Zr -0.7483 -0.9830 2.0742
2 C -2.7262 -1.4526 7.2743
3 S -1.0995 -2.1337 6.9040
4 C -0.9593 -1.9297 5.1947
5 S -2.2467 -1.3386 4.2311
6 N 0.2436 -2.3042 4.7873
7 N 0.4139 -2.2710 3.4545
8 C 1.5618 -2.6408 2.9965
9 C 1.6492 -2.9099 1.5685
10 C 2.6827 -3.6559 1.0232
11 C 2.5126 -4.1947 -0.2412
12 C 1.3169 -3.9795 -0.9106
13 C 0.3751 -3.1489 -0.3314
14 N 0.5534 -2.5887 0.8602
15 H -2.7534 -1.3294 8.3549
16 H -2.8437 -0.4875 6.7891
17 H -3.5112 -2.1359 6.9592
18 H 2.3670 -2.8993 3.6730
19 H 3.5662 -3.8639 1.6130
20 H 3.2871 -4.8067 -0.6861
21 H 1.1152 -4.4411 -1.8673
22 H -0.5683 -2.9404 -0.8221
23 Br -3.0871 0.2839 0.8890
24 C -3.7277 -1.2711 -0.0267
25 C -4.6982 -1.1211 -0.9630
26 C -5.2278 -2.2833 -1.5681
27 C -4.7961 -3.5141 -1.1723
28 C -3.8000 -3.6603 -0.1723
29 C -3.4106 -4.9328 0.3007
30 C -2.5104 -5.0332 1.3239
31 C -1.9083 -3.8781 1.8574
32 C -2.1758 -2.6023 1.3958
33 C -3.1984 -2.5087 0.4068
34 H -5.0746 -0.1406 -1.2247
35 H -5.9990 -2.1843 -2.3204
36 H -5.2299 -4.4087 -1.6030
37 H -3.8623 -5.8159 -0.1362
38 H -2.2447 -6.0051 1.7226
39 H -1.1930 -4.0298 2.6565
40 O 0.0643 0.1728 0.4105
41 P 0.5062 0.9580 -0.8430
42 C 2.1861 1.6008 -0.5522
43 C 2.3749 2.0101 0.9335
44 C 3.4227 3.1187 1.0878
45 C 4.5925 2.8786 0.1388
46 C 4.1312 2.9828 -1.3298
47 C 2.6219 2.7462 -1.4796
48 C -0.7157 2.2938 -1.0740
49 C -0.7702 3.1686 0.1938
50 C -2.0450 4.0287 0.2004
51 C -2.4462 4.4724 -1.2159
52 C -1.2082 4.5800 -2.0996
53 C -0.6042 3.1860 -2.3391
54 C 0.4373 -0.2571 -2.2289
55 C 1.7434 -1.0610 -2.3918
56 C 2.7604 -0.4163 -3.3366
57 C 2.1271 -0.0936 -4.6902
58 C 0.9055 0.8077 -4.5202
59 C -0.1199 0.1515 -3.6000
60 H 2.8293 0.7377 -0.7526
61 H 2.7007 1.1368 1.4956
62 H 1.4396 2.3323 1.3814
63 H 3.7586 3.1387 2.1247
64 H 2.9814 4.0992 0.8847
65 H 5.0078 1.8852 0.3359
66 H 5.3933 3.5925 0.3300
67 H 4.6731 2.2577 -1.9433
68 H 4.3671 3.9699 -1.7307
69 H 2.3947 2.5387 -2.5237
70 H 2.0763 3.6523 -1.2065
71 H -1.6526 1.7268 -1.1217
72 H 0.1112 3.8150 0.2139
73 H -0.7359 2.5593 1.0954
74 H -1.8651 4.9047 0.8254
75 H -2.8636 3.4725 0.6619
76 H -2.9791 5.4223 -1.1734
77 H -3.1347 3.7469 -1.6624
78 H -0.4777 5.2418 -1.6255
79 H -1.4560 5.0239 -3.0639
80 H 0.4253 3.2942 -2.6661
81 H -1.1481 2.7213 -3.1599
82 H -0.3090 -0.9187 -1.7800
83 H 1.4701 -2.0290 -2.8208
84 H 2.1932 -1.2726 -1.4166
85 H 3.5983 -1.1038 -3.4683
86 H 3.1718 0.4968 -2.9031
87 H 1.8146 -1.0276 -5.1707
88 H 2.8597 0.3749 -5.3492
89 H 0.4455 1.0100 -5.4888
90 H 1.2145 1.7724 -4.1122
91 H -0.4543 -0.7749 -4.0786
92 H -1.0088 0.7708 -3.4878
93 F 1.0936 0.2202 2.9138
94 B 0.2704 1.1933 3.6387
95 F 0.7553 2.4494 3.5808
96 F -0.9854 1.0677 2.8129
97 F 0.0168 0.7131 4.8815

Population analysis type Mulliken, resulting atomic charges in e:
1. Zr -0.60
2. C -0.82
3. S 0.01
4. C 0.70
5. S -0.39
6. N -1.96
7. N 1.65
8. C -0.49
9. C 0.47
10. C -1.09
11. C -0.59
12. C -1.13
13. C -0.58
14. N 1.27
15. H 0.37
16. H 0.29
17. H 0.29
18. H 0.52
19. H 0.56
20. H 0.47
21. H 0.58
22. H 0.55
23. Br -0.07
24. C 1.43
25. C -0.70
26. C -0.73
27. C -0.94
28. C 0.86
29. C -0.90
30. C -1.29
31. C -0.58
32. C 0.49
33. C 0.57
34. H 0.50
35. H 0.42
36. H 0.42
37. H 0.41
38. H 0.45
39. H 0.35
40. O 1.07
41. P -1.12
42. C 1.15
43. C -0.01
44. C -1.18
45. C -0.80
46. C -0.78
47. C -1.16
48. C 0.92
49. C -0.53
50. C -0.70
51. C -0.77
52. C -1.00
53. C -0.55
54. C 1.71
55. C -0.82
56. C -0.08
57. C -1.20
58. C -0.34
59. C -1.40
60. H 1.09
61. H 0.33
62. H -0.77
63. H 0.56
64. H 0.30
65. H 0.33
66. H 0.51
67. H 0.20
68. H 0.51
69. H -0.26
70. H 0.42
71. H 0.71
72. H 0.26
73. H -0.68
74. H 0.46
75. H 0.18
76. H 0.51
77. H 0.29
78. H 0.33
79. H 0.56
80. H -0.09
81. H 0.40
82. H -0.59
83. H 0.82
84. H 0.03
85. H 0.51
86. H -0.34
87. H 0.38
88. H 0.49
89. H 0.47
90. H 0.02
91. H 0.54
92. H 0.37
93. F -0.36
94. B 0.36
95. F -0.27
96. F -0.54
97. F -0.26

Entry 4:
The following is a DFT calculation (ωB97M-V/def2-TZVPD) of a 2-piece molecular cluster, C4H6O2 overall.

- Energy relative to the best compared isomer or geometry (same formula, charge and spin): 5.6614 eV
- HOMO level (alpha / beta): -9.449 / -9.452 eV

CARTESIAN COORDINATES (ANGSTROEM)
1 C -1.5599 -0.3454 -0.5088
2 C -0.6356 -0.3648 0.6776
3 O -0.4549 -1.3226 1.3961
4 C 0.0625 0.9550 1.0123
5 C 2.1092 -0.1900 -0.5535
6 O -0.2086 1.9950 0.4617
7 H -1.0714 0.1260 -1.3664
8 H -1.8770 -1.3615 -0.7499
9 H -2.4380 0.2653 -0.2695
10 H 0.7845 0.8703 1.8463
11 H 2.1042 -0.3441 -1.6532
12 H 3.1850 -0.2832 -0.2928

Population analysis type natural (NBO), resulting atomic charges in e:
1. C -0.73
2. C 0.50
3. O -0.51
4. C 0.35
5. C -0.13
6. O -0.51
7. H 0.24
8. H 0.23
9. H 0.25
10. H 0.13
11. H 0.08
12. H 0.09

Entry 5:
The following is a DFT calculation (ωB97M-V/def2-TZVPD) of H26N3O27S5Zn2 as an isolated structure.

- Energy relative to the best compared isomer or geometry (same formula, charge and spin): 24.8156 eV
- HOMO level: -0.616 eV
- Charge: -3

CARTESIAN COORDINATES (ANGSTROEM)
1 Zn -15.3745 2.8392 3.0413
2 Zn -12.6876 0.8925 -2.6133
3 N -18.6228 4.9558 -0.8093
4 H -17.7897 5.4823 -1.0307
5 H -19.3009 5.2264 -1.5071
6 H -18.9203 5.3279 0.0813
7 H -18.4425 3.9625 -0.7797
8 N -9.1155 5.1569 -0.3367
9 H -8.4371 5.9010 -0.2580
10 H -8.6757 4.6552 -1.0949
11 H -10.0250 5.5139 -0.5928
12 H -9.1226 4.4593 0.3937
13 N -12.9092 7.6949 3.3448
14 H -12.3980 8.5644 3.2921
15 H -12.3500 7.0524 3.8875
16 H -13.0347 7.3254 2.4133
17 H -13.7131 7.7602 3.9527
18 S -13.9296 5.1371 -0.8106
19 O -13.3284 3.9876 -1.4696
20 O -14.4924 4.8409 0.4661
21 O -12.9423 6.1472 -0.5744
22 O -14.9419 5.6366 -1.7455
23 S -15.8732 6.0116 6.5331
24 O -15.5417 5.0289 5.5223
25 O -17.3078 5.8212 6.7928
26 O -15.0624 5.8169 7.6886
27 O -15.7762 7.2744 5.8747
28 S -7.9381 1.5507 -3.5158
29 O -7.4674 2.8569 -3.1225
30 O -7.5910 1.2996 -4.8867
31 O -7.2263 0.5042 -2.8216
32 O -9.3859 1.5322 -3.2426
33 S -10.6584 2.9801 3.7875
34 O -12.0148 2.7405 3.3532
35 O -10.5869 4.4171 4.1000
36 O -10.4923 2.1920 4.9507
37 O -9.6776 2.6723 2.7558
38 S -16.5921 0.0887 -0.5248
39 O -15.7228 0.2118 -1.6472
40 O -16.8123 -1.3447 -0.2800
41 O -15.9958 0.7598 0.5939
42 O -17.8218 0.8070 -0.8361
43 O -11.5779 10.1044 -1.1401
44 H -10.6245 10.0222 -1.1623
45 H -11.8939 9.2068 -1.0370
46 O -10.8876 5.8495 -5.9662
47 H -11.1164 5.2120 -5.2899
48 H -10.2030 6.3869 -5.5677
49 O -16.0838 9.9347 -0.9418
50 H -15.4813 10.6731 -0.8520
51 H -15.7200 9.4139 -1.6578
52 O -14.2205 7.9317 -4.9728
53 H -13.4140 7.5935 -5.3620
54 H -14.4659 7.2754 -4.3207
55 O -13.4247 2.0992 -5.4145
56 H -14.1719 2.6210 -5.7070
57 H -13.2330 1.5200 -6.1520
58 O -11.7513 0.1828 0.2220
59 H -11.9042 0.6788 1.0262
60 H -11.1467 -0.5128 0.4804
61 O -16.6272 4.3671 -5.1325
62 H -16.3084 4.7251 -4.3040
63 H -17.0304 5.1129 -5.5768

Population analysis type natural (NBO), resulting atomic charges in e:
1. Zn 0.77
2. Zn 0.96
3. N -0.85
4. H 0.48
5. H 0.42
6. H 0.44
7. H 0.49
8. N -0.87
9. H 0.42
10. H 0.47
11. H 0.48
12. H 0.49
13. N -0.86
14. H 0.42
15. H 0.47
16. H 0.48
17. H 0.48
18. S 2.64
19. O -1.12
20. O -1.12
21. O -1.17
22. O -1.18
23. S 2.60
24. O -0.94
25. O -0.99
26. O -1.01
27. O -1.08
28. S 2.60
29. O -1.08
30. O -1.02
31. O -1.00
32. O -0.98
33. S 2.60
34. O -0.92
35. O -1.02
36. O -0.98
37. O -1.07
38. S 2.60
39. O -0.95
40. O -1.03
41. O -1.02
42. O -1.07
43. O -0.95
44. H 0.46
45. H 0.49
46. O -0.95
47. H 0.49
48. H 0.46
49. O -0.95
50. H 0.46
51. H 0.48
52. O -0.97
53. H 0.48
54. H 0.49
55. O -0.94
56. H 0.48
57. H 0.47
58. O -0.96
59. H 0.50
60. H 0.47
61. O -0.95
62. H 0.50
63. H 0.45